Computed, not measured: a structure of composition C22H18F8N8O2S2SbTi, with ωB97M-V with the def2-TZVPD basis set.

CARTESIAN COORDINATES (ANGSTROEM)
Ti 0.2424 -0.5126 -0.3579
O 0.3892 -4.7547 0.7642
C -0.8644 -4.9695 1.0448
C -1.2245 -6.2650 1.4689
C -2.5239 -6.5219 1.7700
C -3.5238 -5.5078 1.6619
C -3.1986 -4.2491 1.2501
C -1.8654 -3.9274 0.9278
C -1.5018 -2.6100 0.4878
O -0.2440 -2.2986 0.2248
N -2.4407 -1.7003 0.3646
N -1.9210 -0.5174 -0.0522
C -2.8853 0.3915 -0.2381
S -4.5207 -0.0089 0.0755
C -5.1271 1.6921 -0.0919
C -4.2821 2.3855 -1.1366
S -2.5440 1.9697 -0.8116
H 0.5134 -3.8183 0.4855
H -0.4500 -7.0152 1.5425
H -2.8140 -7.5112 2.0982
H -4.5469 -5.7526 1.9114
H -3.9518 -3.4795 1.1648
H -5.0502 2.1738 0.8826
H -6.1741 1.6413 -0.3870
H -4.3729 3.4690 -1.0794
H -4.5270 2.0562 -2.1458
F -2.4650 -1.2634 -5.0087
C -1.2848 -1.1828 -4.3955
C -1.2665 -0.9094 -3.0362
C -0.0453 -0.8175 -2.3860
C 1.1457 -0.9945 -3.1099
C 1.0647 -1.3027 -4.4640
F 2.1769 -1.5335 -5.1681
C -0.1401 -1.3904 -5.1328
C 2.3908 -0.9694 -2.3283
C 3.6856 -0.9401 -2.8232
C 4.7526 -0.9680 -1.9377
C 4.5176 -1.0332 -0.5704
C 3.2149 -1.0234 -0.1355
N 2.1753 -0.9845 -0.9870
H -2.2180 -0.7915 -2.5356
H -0.1758 -1.6241 -6.1875
H 3.8553 -0.9014 -3.8860
H 5.7656 -0.9452 -2.3165
H 5.3225 -1.0756 0.1484
H 2.9830 -1.0576 0.9215
F 0.0899 1.2311 -0.2736
Sb 1.7810 1.0063 2.8939
F 2.4588 1.5849 1.2510
F 3.1064 -0.2945 3.0711
F 1.0030 0.3440 4.4582
F 0.8435 -0.3514 1.7489
F 2.3671 2.5899 3.6507
N -2.2520 4.5407 3.2425
N -1.6436 3.3236 3.0782
N -2.3424 2.2290 2.8397
C -1.3843 1.3443 2.6441
N -0.1798 1.9243 2.7468
N -0.3678 3.2013 3.0402
H -3.0648 4.3976 3.8345
H -1.5752 5.1616 3.6778
H -1.5461 0.2997 2.4531

⟨S²⟩: 0.81
E_tot: -4122.3340 Ha
HOMO level (spin up / spin down): -13.879 / -13.878 eV
LUMO energy (spin up / spin down): -0.2486 / -0.3353 hartree
Total charge: +2
Orbital gap (spin up / spin down): 0.2615 / 0.1747 Ha
Energy above the lowest of the compared OMol25 structures with the same formula, charge and spin: 0.000 eV
Spin multiplicity: 2

Results of the Mulliken charge analysis, in e, for atoms 1 through 4: number 1, Ti, carries -1.13; number 2, O, carries -0.57; number 3, C, carries 0.59; number 4, C, carries -0.82